Run P
24
Properties=species:S:1:pos:R:3 method="wB97M-V/def2-TZVPD" smiles=O.O.O.O.O.O.O.O homo_ev=-10.54 gap_ha=0.36072
O -0.58662 0.82032 -0.51427
H -0.12287 0.52818 -1.38002
H -1.03870 -0.01541 -0.25345
O 2.50144 1.77162 -1.65741
H 1.86308 1.15881 -1.97553
H 2.87044 1.36046 -0.85827
O -0.76491 3.13337 0.81102
H -0.92038 2.24589 0.47691
H -0.36737 3.03449 1.67157
O 0.95737 -0.35267 -2.87796
H 1.18623 -0.46798 -3.82768
H 1.53760 -1.09351 -2.49158
O -0.03731 -0.71690 2.62174
H -0.85596 -0.30717 2.46800
H 0.49310 -0.16115 2.07644
O -1.01893 -1.81356 -0.06711
H -0.76750 -2.39798 -0.82951
H -0.67798 -2.32251 0.65663
O 1.82408 0.42293 0.93592
H 2.43274 -0.26831 0.70955
H 1.06512 0.33486 0.38135
O -3.43440 -1.92995 1.26360
H -2.62989 -1.71051 0.77041
H -3.50838 -1.25330 1.88965

Run Q
24
Properties=species:S:1:pos:R:3 method="wB97M-V/def2-TZVPD" smiles=O.O.O.O.O.O.O.O homo_ev=-11.10 gap_ha=0.40131
O 14.54200 10.27200 15.32600
H 14.41300 9.34300 15.26200
H 13.69000 10.66700 15.16400
O 14.15600 7.78700 15.37900
H 14.95100 7.27700 15.16800
H 13.53100 7.57100 14.70500
O 16.45100 5.90400 15.31300
H 16.67900 6.40600 16.12300
H 17.28800 5.97100 14.87500
O 13.62200 11.73800 17.95400
H 12.73600 11.58500 18.32000
H 13.67500 11.12100 17.23900
O 19.07000 11.09400 14.30200
H 19.07600 10.27500 14.78800
H 18.40800 11.63600 14.73200
O 15.02400 6.85400 18.21500
H 15.37400 5.96200 18.41500
H 15.76700 7.37000 18.14200
O 16.51600 8.96500 16.93500
H 16.13400 9.70000 16.54800
H 17.38200 8.88700 16.58100
O 18.63700 8.40800 15.25600
H 19.24800 7.99000 14.59800
H 17.83700 8.40200 14.78500

The data favor run Q; the next most stable structure lies 2.6 kcal/mol above it.

Run P
24
Properties=species:S:1:pos:R:3 method="wB97M-V/def2-TZVPD" smiles=O.O.O.O.O.O.O.O homo_ev=-10.98 gap_ha=0.40385
O -5.56862 14.00666 13.38623
H -5.76657 14.51111 14.18108
H -5.14335 13.19892 13.71085
O -3.06443 7.61538 11.75542
H -3.70496 7.54654 12.46857
H -3.30485 8.44041 11.31309
O -4.11852 10.32444 11.72014
H -4.91154 10.86431 11.85526
H -3.74906 10.64538 10.88778
O -1.14534 10.22802 12.13274
H -1.41050 10.43064 11.21679
H -0.60470 9.43486 12.06988
O -5.06625 11.32116 14.40066
H -4.15288 11.48288 14.08382
H -4.95309 10.75994 15.17376
O -1.59988 10.48481 9.27901
H -2.13503 9.86024 8.77339
H -0.73231 10.06554 9.34379
O -2.32499 11.93112 14.03090
H -2.03915 12.80966 13.76066
H -2.03757 11.33742 13.30746
O -7.54847 11.11614 12.81790
H -7.07058 10.31059 13.03604
H -7.14233 11.78600 13.38172

Run Q
24
Properties=species:S:1:pos:R:3 method="wB97M-V/def2-TZVPD" smiles=O.O.O.O.O.O.O.O homo_ev=-10.77 gap_ha=0.40279
O -1.97512 -1.29831 -0.17691
H -1.76918 -0.91927 -0.99775
H -1.60876 -2.13705 -0.22102
O 1.35895 0.66632 -2.00629
H 0.93535 1.40659 -2.53064
H 0.83914 0.65622 -1.21875
O 0.02434 0.53115 0.31015
H 0.26970 0.59927 1.22476
H -0.73899 -0.01297 0.41973
O 0.94284 0.76056 3.13314
H 1.10574 1.72537 3.19981
H 1.81220 0.29028 3.27729
O -2.99787 -1.66052 2.10276
H -3.14474 -2.62102 2.20106
H -2.87638 -1.44989 1.15925
O -1.34435 0.12043 -2.74542
H -1.40247 0.78481 -3.43555
H -0.39948 -0.01861 -2.56207
O 2.46336 2.36681 0.70619
H 2.10545 2.86990 -0.05630
H 2.17851 2.77718 1.50747
O 1.76091 -1.97694 -1.02618
H 0.99822 -1.97683 -0.47730
H 1.46263 -1.48348 -1.78742

Run R
24
Properties=species:S:1:pos:R:3 method="wB97M-V/def2-TZVPD" smiles=O.O.O.O.O.O.O.O homo_ev=-10.50 gap_ha=0.37269
O 0.31699 -2.83228 -0.62187
H -0.07055 -1.93887 -0.84123
H 1.01040 -2.68807 0.02686
O 0.66635 0.51927 -2.81616
H 1.34183 1.09561 -2.37961
H 0.14629 0.16345 -2.10398
O -1.85045 -0.85872 2.40796
H -1.60907 -1.69465 1.98321
H -2.39405 -1.10273 3.16463
O -0.63055 -0.26175 -0.37006
H 0.20468 -0.36328 0.10094
H -0.71351 0.69741 -0.47187
O 1.89842 0.34850 0.74710
H 2.78561 0.56741 0.93516
H 1.50187 0.28419 1.64514
O -0.93501 -3.36153 1.77728
H -0.24835 -3.37214 2.40122
H -0.52488 -2.99290 0.98713
O -0.44304 2.53328 -0.02498
H -0.99628 3.01921 0.55205
H 0.41815 2.62049 0.37522
O 0.32680 3.43269 -2.55989
H 0.04024 3.10733 -1.68516
H -0.24190 3.07808 -3.22908

Run S
24
Properties=species:S:1:pos:R:3 method="wB97M-V/def2-TZVPD" smiles=O.O.O.O.O.O.O.O homo_ev=-9.47 gap_ha=0.33349
O 2.96792 -0.18171 -0.07429
H 3.86492 -0.06971 0.18271
H 2.52292 0.57329 0.34871
O 1.34592 1.79529 1.50571
H 0.68892 2.19329 0.93771
H 1.92492 2.55029 1.60771
O -2.66808 0.69229 0.64171
H -3.04708 0.06429 -0.00029
H -3.41008 1.22429 0.95171
O -0.46208 -0.04871 -1.75429
H -0.23208 -0.46171 -0.87429
H -1.22308 0.48129 -1.54229
O -0.59008 3.02229 -0.04429
H -1.30208 2.42629 0.15171
H -0.37008 2.77829 -0.94129
O 1.70392 -2.67471 -0.74229
H 1.89492 -1.87771 -0.25929
H 0.73592 -2.82571 -0.61629
O -0.93808 -3.06371 -0.60429
H -1.22808 -3.21371 -1.49429
H -1.15508 -2.21171 -0.29729
O -0.32608 -0.72671 0.77571
H 0.38892 -0.10371 0.91771
H -1.08708 -0.34171 1.22371

The data favor run P; the next most stable structure lies 5.2 kcal/mol above it.

Run P
24
Properties=species:S:1:pos:R:3 method="wB97M-V/def2-TZVPD" smiles=O.O.O.O.O.O.O.O homo_ev=-10.52 gap_ha=0.38177
O 0.66217 -0.65887 2.10233
H 0.39417 0.11413 2.56233
H -0.05483 -0.90387 1.51233
O -0.71283 0.10613 -0.31867
H -0.10083 -0.14187 -1.02567
H -0.82683 0.98513 -0.41467
O 2.25617 -0.90787 -2.54867
H 2.46217 -0.84387 -1.59967
H 1.42517 -1.45287 -2.53367
O -0.40083 -1.68387 -2.47767
H -1.02483 -2.10587 -1.88967
H -0.87183 -1.19187 -3.12767
O -0.97083 2.88013 -0.39267
H -0.18083 2.71913 -0.85367
H -1.28683 3.65413 -0.86467
O -1.96283 -1.97287 2.02133
H -1.99583 -2.89887 1.87133
H -1.57483 -1.73187 1.17733
O -1.15083 3.22013 2.40633
H -0.66283 4.07313 2.36133
H -1.09383 2.95613 1.44633
O 2.81917 -1.12387 0.09833
H 2.07417 -1.03887 0.63433
H 2.77917 -2.05087 -0.14667

Run Q
24
Properties=species:S:1:pos:R:3 method="wB97M-V/def2-TZVPD" homo_ev=-7.89 gap_ha=0.26965
O -1.26527 0.38100 0.87324
H -1.71168 1.00771 0.30388
H -1.03690 -0.34746 0.29581
O -0.18858 -2.12446 0.28627
H 0.40369 -2.68548 -0.21443
H -0.63781 -1.59864 -0.37548
O 1.46545 -0.60411 0.41656
H 2.07729 -1.32759 0.55242
H 2.02208 0.14276 0.19616
O 0.77485 0.68942 1.93134
H -0.15123 0.48563 1.80070
H 1.24134 -0.02422 1.49622
O 0.23507 1.63939 -1.40720
H 0.93595 2.28196 -1.29725
H -0.38678 1.84048 -0.70785
O -0.13866 -0.34431 -0.55589
H 0.65467 -0.48863 -0.04011
H 0.15739 0.15515 -1.31689
O -1.38298 1.52365 -2.78695
H -0.56967 1.22797 -2.37789
H -1.36250 2.47671 -2.70034
O -0.14531 -1.19259 2.07358
H -0.00947 -1.55118 1.19654
H -0.98093 -1.56316 2.35758

The data favor run P; the next most stable structure lies 370.1 kcal/mol above it.

Run P
11
Properties=species:S:1:pos:R:3 method="wB97M-V/def2-TZVPD" homo_ev=-5.04 gap_ha=0.32980 total_charge=-1
O 0.97507 1.64333 2.14233
C 0.71561 0.46283 1.98312
N -0.15245 -0.06620 1.10266
C -0.98284 0.63625 0.08065
O -0.96036 0.04085 -1.02300
O -1.60847 1.60949 0.45354
H 1.23696 -0.29133 2.60350
H -0.16975 -1.06951 1.02722
H 0.11391 -0.95968 -2.04626
H 0.12672 -0.85583 -3.51647
O 0.70560 -1.15019 -2.80730

Run Q
11
Properties=species:S:1:pos:R:3 method="wB97M-V/def2-TZVPD" homo_ev=-4.50 gap_ha=0.31088 total_charge=-1
C -1.83471 -0.99260 0.41471
C 0.87438 0.16822 0.12877
N -0.79657 -0.65621 -0.33416
O -2.85100 -1.55503 0.08396
O -1.62647 -0.53282 1.69262
O 0.84467 0.42788 1.39664
O 0.96863 1.18188 -0.78187
H 1.47713 -0.72817 -0.33456
H -0.63074 -1.11483 -1.15265
H -0.69810 -0.04213 1.61645
H 0.84917 1.93692 -0.28425

The data favor run P; the next most stable structure lies 32.0 kcal/mol above it.